Record 1
CH2N2O2S3 | ωB97M-V/def2-TZVPD

XYZ file:
```
10
Properties=species:S:1:pos:R:3:forces:R:3
C -1.697 -0.639 0.161 1.148 0.849 1.875
N -2.433 0.289 0.322 -0.431 -0.415 -0.465
N -0.815 -1.459 0.460 -1.900 -1.779 -0.526
O 1.028 1.119 -1.306 -0.791 0.237 1.899
O 1.910 -0.540 0.359 -0.614 0.671 0.306
S -3.814 1.069 -0.191 -1.055 0.741 -0.537
S 3.685 1.496 0.032 0.491 0.939 -0.425
S 1.811 0.956 0.230 0.533 -1.750 -0.260
H 0.130 1.098 -0.856 0.704 0.100 -1.494
H 0.112 -1.140 0.507 1.915 0.407 -0.374
```
Forces are in eV/Å.

Properties
Net charge: -2
E, hartree: -1493.82715
Gap between HOMO and LUMO, eV: 5.4
ΔE to the lowest compared entry with this formula, charge and spin, kcal/mol: 39.7
HOMO energy, eV: 0.01

Record 2
C26H45IN2O9P | ωB97M-V/def2-TZVPD

XYZ file:
```
84
Properties=species:S:1:pos:R:3:forces:R:3
C -4.674 1.460 4.591 0.813 0.243 0.407
C -3.858 2.046 3.311 -0.257 -0.766 0.247
C -4.810 2.615 2.160 -3.019 0.959 0.550
O -6.001 2.960 2.327 4.682 -1.381 -0.556
O -4.245 2.732 0.829 0.277 0.903 1.954
C -3.854 4.114 0.565 0.083 0.845 -0.658
C -2.718 4.149 -0.606 -0.275 -0.536 -0.010
C -2.549 2.716 -1.294 -0.085 -2.208 -1.351
C -3.701 2.296 -2.285 2.225 -0.975 1.534
C -4.988 3.231 -2.577 1.603 -0.771 -0.358
C -4.578 4.201 -3.794 -3.679 3.286 -1.899
O -5.375 5.010 -4.335 3.528 -3.998 2.831
I -2.524 4.187 -4.604 -0.803 -0.114 0.369
N -3.624 1.040 -2.979 2.446 0.870 2.344
C -2.523 0.089 -2.809 2.573 2.809 2.465
P -2.686 -1.515 -3.823 -1.008 -0.857 -1.450
N -2.058 -2.905 -2.951 0.444 0.716 -1.143
O -1.660 -1.307 -5.203 -0.915 0.930 2.707
C -1.324 0.420 -1.841 -2.448 1.683 -0.609
C -0.158 -0.670 -1.763 0.128 -0.468 0.139
O 0.379 -0.926 -3.105 0.178 0.270 1.377
C 1.640 -1.630 -3.025 1.005 -0.764 -0.938
C -1.316 1.771 -1.014 -2.990 -0.700 -2.361
C -0.153 2.134 0.009 0.603 -0.737 0.208
C 0.981 3.109 -0.655 0.126 -0.848 -0.604
C -0.659 2.675 1.442 -0.411 1.190 0.014
C 0.217 2.159 2.679 -0.026 0.125 -0.475
H -5.760 1.803 4.628 1.576 -0.492 -0.151
H -4.592 0.309 4.664 -0.312 1.921 -0.401
H -4.113 1.858 5.517 -1.127 -0.619 -1.335
H -3.129 2.855 3.705 -1.274 -1.094 -1.050
H -3.226 1.177 2.908 -0.821 1.506 0.245
H -4.785 4.710 0.219 1.463 -0.924 0.679
H -3.420 4.640 1.486 -0.697 -0.924 -1.163
H -1.725 4.524 -0.166 -1.533 -0.798 -0.838
H -3.057 4.911 -1.396 0.611 -1.160 1.070
H -5.890 2.592 -2.871 1.293 0.924 0.210
H -5.299 3.854 -1.672 0.644 -0.865 -1.285
H -4.390 0.813 -3.641 0.778 -0.080 0.611
H -1.341 -3.393 -3.528 -0.531 0.592 0.747
H -2.824 -3.561 -2.735 0.485 0.643 -0.335
H -1.289 -0.401 -5.077 0.212 -0.943 -0.372
H 0.736 -0.364 -1.121 -1.484 0.052 -0.624
H -0.539 -1.672 -1.320 0.287 1.768 -0.648
H 2.196 -1.498 -4.033 -1.159 -0.112 1.576
H 2.358 -1.228 -2.225 -1.257 -0.582 -0.881
H 1.475 -2.772 -2.902 0.239 1.838 0.105
H 0.414 1.150 0.235 -1.264 1.469 -0.419
H 1.182 4.042 -0.026 -0.512 -1.254 -0.993
H 1.974 2.518 -0.726 -1.623 1.017 0.161
H 0.691 3.352 -1.748 0.469 -0.045 1.860
H -0.548 3.830 1.407 -0.208 -1.779 0.135
H -1.794 2.502 1.598 1.965 -0.083 -0.290
H -0.203 2.580 3.671 0.724 -0.734 -1.672
H 0.241 1.018 2.695 -0.119 1.565 0.122
H 1.295 2.536 2.539 -1.570 -0.530 0.324
O 0.039 -1.143 1.994 0.144 -0.569 -0.594
C 0.675 -2.134 1.700 -0.187 0.154 0.388
O 0.268 -2.917 0.686 -0.284 0.500 -0.247
C 1.044 -3.995 0.136 0.298 -0.405 0.079
C 0.835 -5.273 0.922 -0.095 -0.010 0.209
C 1.864 -2.555 2.512 0.635 0.151 -0.108
H 2.099 -3.718 0.053 -0.087 0.074 0.108
H 0.684 -4.140 -0.886 -0.143 0.246 0.146
H 1.171 -5.168 1.957 0.078 -0.028 -0.103
H 1.381 -6.101 0.465 -0.040 0.081 0.012
H -0.227 -5.529 0.959 0.084 0.000 -0.094
H 1.525 -3.125 3.379 -0.003 0.050 -0.058
H 2.385 -1.657 2.854 -0.267 -0.076 0.110
H 2.594 -3.135 1.953 -0.279 -0.136 -0.015
O 4.270 -2.524 -0.205 0.635 0.177 0.168
C 5.325 -2.550 0.397 -0.213 -0.228 -0.272
O 6.427 -2.020 -0.157 -0.482 0.340 -0.230
C 7.670 -1.827 0.538 0.348 -0.175 0.121
C 8.516 -3.083 0.500 -0.079 -0.226 0.007
C 5.436 -3.251 1.719 -0.021 0.313 0.614
H 7.499 -1.464 1.555 -0.088 -0.111 -0.060
H 8.193 -1.026 0.010 -0.312 -0.062 -0.081
H 8.023 -3.915 1.007 0.075 0.090 0.062
H 9.482 -2.911 0.979 -0.082 0.011 -0.045
H 8.686 -3.397 -0.533 0.031 0.130 0.068
H 5.595 -4.318 1.549 0.012 0.081 0.005
H 4.501 -3.110 2.264 0.152 -0.180 -0.186
H 6.223 -2.861 2.362 0.111 -0.173 -0.126
```
Forces are in eV/Å.

Properties
Net charge: +1
E, hartree: -2442.97209
Gap between HOMO and LUMO, eV: 7.2
HOMO energy, eV: -11.17

Record 3
C3H7N3O2 | ωB97M-V/def2-TZVPD

XYZ file:
```
15
Properties=species:S:1:pos:R:3:forces:R:3
C 1.962 -0.352 0.019 -0.185 -0.006 -0.010
C 0.594 -1.014 -0.094 -0.072 -0.071 0.088
C -0.483 -0.119 0.431 1.267 2.242 -1.322
N -1.261 2.150 -0.254 -0.690 -0.155 0.786
N -0.376 1.440 -0.602 -0.035 -1.518 0.834
N -1.835 -0.486 0.184 -0.617 -0.143 0.357
O -2.686 0.251 0.653 -0.171 -0.173 0.265
O -2.060 -1.455 -0.518 -0.071 -0.234 -0.426
H 2.735 -1.019 -0.352 0.073 -0.042 -0.001
H 2.186 -0.108 1.054 0.114 0.055 0.134
H 1.984 0.563 -0.566 0.100 0.067 -0.008
H 0.376 -1.261 -1.133 -0.063 -0.050 0.038
H 0.583 -1.947 0.477 -0.062 -0.046 -0.108
H -0.351 0.305 1.421 -0.182 -0.086 -0.014
H -1.369 3.052 -0.720 0.594 0.161 -0.614
```
Forces are in eV/Å.

Properties
E, hartree: -433.07591
Gap between HOMO and LUMO, eV: 9.0
ΔE to the lowest compared entry with this formula, charge and spin, kcal/mol: 154.9
HOMO energy, eV: -9.09

Record 4
C28H29NO4 | ωB97M-V/def2-TZVPD

XYZ file:
```
62
Properties=species:S:1:pos:R:3:forces:R:3
C 3.103 -1.226 2.677 0.143 0.276 0.445
O 2.524 -1.444 1.379 -0.409 -0.836 -0.521
C 1.632 -2.444 1.386 1.206 -0.206 1.599
O 1.315 -2.986 2.429 -0.484 0.076 -0.866
C 1.174 -2.957 0.032 -0.469 1.401 0.581
C 1.563 -4.426 -0.139 -0.052 0.421 -0.554
C 0.460 -5.214 0.537 -0.149 -0.072 0.563
C -0.792 -4.345 0.442 0.177 -1.151 -0.133
N -0.310 -3.001 0.140 -1.361 1.203 -0.346
C -1.172 -1.981 0.107 1.225 -0.262 -0.424
C -0.740 -0.527 0.406 -2.668 0.180 -0.537
C -2.022 0.363 0.270 -0.054 -0.035 0.628
C -3.401 -0.102 0.634 -0.271 -0.775 -0.255
C -3.743 -1.369 -0.142 0.440 -0.643 -0.052
C -2.647 -2.464 0.023 -0.085 0.763 0.178
H 3.904 -0.499 2.556 -0.170 -0.139 -0.149
H 2.358 -0.831 3.380 0.166 -0.118 -0.284
H 3.488 -2.174 3.051 0.011 0.074 0.047
H 1.496 -2.250 -0.755 -0.279 -0.611 0.254
H 1.579 -4.640 -1.204 0.131 -0.046 -0.125
H 2.541 -4.621 0.278 0.239 -0.059 0.021
H 0.293 -6.172 0.054 0.082 -0.128 0.048
H 0.692 -5.371 1.591 0.067 -0.087 -0.164
H -1.445 -4.722 -0.349 0.020 0.218 0.033
H -1.346 -4.384 1.390 0.136 0.300 -0.340
H -0.263 -0.643 1.393 -0.758 -0.047 0.166
H -1.832 1.253 0.862 -0.219 -0.066 -0.784
H -2.089 0.648 -0.783 0.390 0.057 0.091
H -3.502 -0.277 1.711 -0.189 0.100 -0.023
H -4.087 0.683 0.289 0.007 -0.105 0.516
H -4.683 -1.810 0.226 0.212 0.149 -0.324
H -3.845 -1.169 -1.225 -0.032 0.142 0.506
H -2.748 -3.170 -0.849 0.305 0.416 1.081
H -2.852 -2.990 0.995 0.258 0.176 -0.917
C -0.154 5.455 -4.054 0.156 -0.860 -0.319
C -0.093 5.098 -2.703 -0.094 -0.423 0.298
C -0.183 3.750 -2.317 -0.157 0.359 -0.971
C -0.289 2.731 -3.272 -0.105 0.901 -1.219
C -0.308 3.077 -4.629 0.026 0.142 0.286
C -0.259 4.432 -5.010 0.142 0.229 0.273
C -0.300 1.379 -2.595 0.876 0.753 2.360
O -0.444 0.262 -3.074 -0.141 -0.463 -0.792
C -0.060 1.654 -1.182 -0.296 0.271 -0.453
C 0.326 0.544 -0.214 1.377 -0.017 -0.328
C 0.949 1.240 1.046 0.581 -0.386 -0.195
C 0.127 1.855 2.010 -0.472 0.152 -0.198
C 0.638 2.508 3.132 0.183 -0.146 -0.523
C 2.026 2.667 3.246 -0.276 -0.732 0.069
C 2.877 2.097 2.285 -0.305 -0.251 0.066
C 2.347 1.323 1.229 0.102 0.998 -0.355
C -0.200 3.120 -0.959 -0.253 -0.615 2.078
O -0.396 3.768 0.102 0.508 -1.024 -1.932
H -0.060 6.500 -4.380 -0.113 -0.527 0.271
H 0.048 5.879 -1.970 -0.116 -0.107 0.250
H -0.318 2.312 -5.397 -0.141 -0.040 0.103
H -0.258 4.715 -6.067 -0.052 -0.270 0.304
H 0.994 -0.185 -0.739 0.298 1.226 0.383
H -0.970 1.930 1.845 1.442 -0.084 0.568
H -0.096 2.910 3.846 0.686 -0.037 -0.244
H 2.432 3.122 4.143 0.089 0.233 -0.224
H 3.968 2.227 2.401 -0.691 -0.157 -0.167
H 3.055 0.895 0.480 -0.820 0.306 0.652
```
Forces are in eV/Å.

Properties
E, hartree: -1439.96816
Gap between HOMO and LUMO, eV: 5.7
ΔE to the lowest compared entry with this formula, charge and spin, kcal/mol: 122.9
HOMO energy, eV: -6.46

Record 5
C5H10O | ωB97M-V/def2-TZVPD

XYZ file:
```
16
Properties=species:S:1:pos:R:3:forces:R:3
C -1.371 1.384 0.405 0.036 0.028 -0.008
C -0.723 0.319 -0.442 -0.295 -0.044 0.105
C -0.398 -0.991 0.307 -0.010 -0.038 0.013
C 1.015 -1.265 -0.195 0.121 -0.136 0.008
C 1.567 0.146 -0.250 0.232 -0.163 0.009
O 0.528 0.845 -0.916 0.069 0.031 -0.029
H -2.331 1.014 0.774 0.014 0.236 0.132
H -0.697 1.631 1.234 -0.285 -0.007 -0.009
H -1.509 2.278 -0.210 -0.141 -0.080 0.222
H -1.377 0.107 -1.299 0.345 0.065 -0.051
H -1.093 -1.807 0.088 0.039 0.221 -0.064
H -0.409 -0.842 1.396 0.055 0.076 -0.203
H 1.590 -1.960 0.415 -0.015 -0.012 -0.015
H 0.950 -1.621 -1.229 0.175 -0.171 0.193
H 1.757 0.542 0.768 -0.154 -0.040 -0.281
H 2.492 0.247 -0.824 -0.188 0.032 -0.022
```
Forces are in eV/Å.

Properties
E, hartree: -271.73717
Gap between HOMO and LUMO, eV: 10.7
ΔE to the lowest compared entry with this formula, charge and spin, kcal/mol: 9.7
SMILES: C[C@@H]1CCCO1
HOMO energy, eV: -9.56

Record 6
C7H11BaNO2S | ωB97M-V/def2-TZVPD

XYZ file:
```
23
Properties=species:S:1:pos:R:3:forces:R:3
C -1.325 2.541 0.621 0.041 -1.005 -0.324
C -0.455 1.630 -0.282 -0.063 0.690 1.159
C 1.001 1.701 0.234 -0.227 0.028 -0.720
C -1.080 0.238 -0.212 0.085 0.790 -0.791
C -0.235 -0.851 -0.721 -0.406 -0.998 -0.022
O 0.839 -0.677 -1.332 -0.282 -0.113 -0.010
O -0.697 -2.055 -0.526 0.229 0.479 0.383
C 0.246 -3.152 -0.568 0.577 -0.875 0.236
N 1.309 -2.990 0.408 -1.216 -0.005 0.728
C 0.993 -2.732 1.583 1.051 0.699 -1.309
S 0.805 -2.102 2.973 -0.211 -0.363 0.387
H -2.358 2.222 0.536 -0.317 0.287 -0.074
H -1.036 2.356 1.649 0.025 0.274 0.292
H -1.236 3.581 0.351 0.083 0.296 0.115
H -0.517 2.069 -1.272 0.032 -0.300 -0.429
H 1.690 1.860 -0.610 0.248 -0.005 -0.001
H 1.135 2.572 0.857 0.130 0.179 0.225
H 1.310 0.816 0.780 0.044 -0.090 0.236
H -1.969 0.243 -0.844 -0.260 -0.156 -0.037
H -1.447 0.021 0.783 0.098 -0.303 0.304
H -0.328 -4.041 -0.356 -0.410 -0.048 0.120
H 0.658 -3.284 -1.555 0.181 0.315 -0.346
Ba 2.695 0.036 -2.495 0.567 0.228 -0.122
```
Forces are in eV/Å.

Properties
Net charge: +2
E, hartree: -901.68354
Gap between HOMO and LUMO, eV: 7.4
HOMO energy, eV: -15.54

| no. | largest force on an atom (eV/Å) |
| --- | --- |
| 1 | 2.66 |
| 2 | 6.04 |
| 3 | 2.89 |
| 4 | 2.73 |
| 5 | 0.35 |
| 6 | 1.82 |